[1]
DFT (the ωB97M-V functional and the def2-TZVPD basis) results for a 15-piece molecular cluster, H30O15 overall.

```
45
Properties=species:S:1:pos:R:3:nbo_charge:R:1
H -0.33 0.26 -0.13 0.4765
H -0.89 -1.14 -0.36 0.4553
H 1.23 2.44 -0.47 0.4696
H -0.28 2.30 -0.61 0.4576
H 0.90 -0.58 -4.74 0.4738
H 0.25 -0.17 -3.43 0.4674
H -1.47 -4.93 -0.92 0.4552
H -2.52 -4.68 0.15 0.4671
H 3.86 -0.48 1.21 0.4710
H 2.73 -0.95 2.11 0.4705
H -2.16 -1.40 4.64 0.4977
H -1.54 -1.52 3.26 0.4565
H 2.55 0.29 -2.80 0.4898
H 2.91 1.11 -1.57 0.4480
H -1.77 0.49 4.01 0.4706
H -2.92 1.48 4.11 0.4820
H 3.14 1.41 2.27 0.4805
H 3.29 2.46 1.17 0.4595
H 1.43 -3.64 0.27 0.4819
H 1.31 -4.46 -1.01 0.4614
H -1.72 4.59 1.73 0.4572
H -0.25 4.58 1.35 0.4682
H -0.93 0.47 2.48 0.4411
H -0.15 1.62 1.86 0.5002
H 0.70 -3.30 -2.20 0.4406
H 2.20 -3.11 -2.12 0.4907
H -3.26 2.47 -0.71 0.4653
H -1.96 2.71 -1.46 0.4571
H -1.98 1.12 -3.83 0.4742
H -1.34 -0.26 -3.69 0.4522
O -0.26 -0.50 -0.72 -0.9357
O 0.42 2.95 -0.47 -0.9276
O 0.90 0.12 -4.08 -0.9357
O -2.33 -5.25 -0.60 -0.9217
O 2.92 -0.33 1.40 -0.9315
O -1.31 -1.52 4.20 -0.9460
O 2.24 0.52 -1.92 -0.9413
O -2.62 0.63 4.45 -0.9608
O 2.68 2.14 1.84 -0.9484
O 1.87 -3.81 -0.57 -0.9330
O -1.07 4.11 1.20 -0.9263
O -1.05 1.27 1.96 -0.9395
O 1.44 -2.90 -2.66 -0.9419
O -2.66 3.17 -0.99 -0.9205
O -2.19 0.20 -3.62 -0.9288
```

## Properties
Energy relative to the best compared isomer or geometry (same formula, charge and spin) ... 431.2 kJ/mol
HOMO ... -10.483 eV
Multiplicity ... 1

[2]
DFT (the ωB97M-V functional and the def2-TZVPD basis) results for H30O15 as an isolated structure.

```
45
Properties=species:S:1:pos:R:3:nbo_charge:R:1
H -0.23 -0.67 -0.29 0.4574
H 0.12 0.68 -0.87 0.4822
H 1.71 -1.74 1.09 0.4542
H 2.98 -2.57 1.13 0.4725
H 1.75 -2.04 4.05 0.4909
H 0.98 -3.24 3.53 0.4464
H -1.89 4.68 1.74 0.4600
H -0.47 4.51 1.23 0.4258
H 0.09 1.33 -4.95 0.4871
H -0.79 0.91 -3.79 0.4410
H -3.50 -3.90 1.74 0.4733
H -3.74 -3.74 0.25 0.4761
H 1.97 -1.18 -1.26 0.4774
H 2.94 -1.40 -2.41 0.4591
H 0.27 -5.01 0.05 0.4711
H 0.01 -3.81 0.95 0.4628
H 1.84 2.12 1.34 0.4565
H 2.91 1.37 2.12 0.4835
H -3.19 -0.59 3.01 0.4776
H -1.97 -0.04 2.29 0.4560
H 1.67 2.27 -2.60 0.4714
H 0.31 1.95 -3.20 0.4576
H -2.87 3.34 0.24 0.4521
H -3.48 4.56 0.90 0.4521
H -1.86 2.69 -1.87 0.4653
H -0.60 3.35 -1.33 0.4772
H 0.35 -3.26 -2.22 0.4586
H 1.16 -4.42 -2.77 0.4629
H 0.62 -0.29 4.02 0.4746
H 0.58 -0.56 2.53 0.4556
O 0.48 -0.20 -0.73 -0.9361
O 2.63 -1.72 0.82 -0.9245
O 0.95 -2.27 3.57 -0.9590
O -1.36 4.73 0.94 -0.9155
O -0.55 0.66 -4.69 -0.9221
O -3.47 -3.25 1.03 -0.9489
O 2.53 -0.71 -1.89 -0.9450
O 0.22 -4.75 0.98 -0.9340
O 2.66 2.25 1.82 -0.9396
O -2.81 0.23 2.68 -0.9336
O 1.15 2.39 -3.40 -0.9412
O -2.86 4.30 0.21 -0.8739
O -1.03 3.09 -2.15 -0.9357
O 0.56 -3.71 -3.04 -0.9207
O 1.19 -0.45 3.27 -0.9086
```

## Properties
Energy relative to the best compared isomer or geometry (same formula, charge and spin) ... 923.6 kJ/mol
HOMO ... -8.559 eV
Multiplicity ... 1

[3]
DFT (the ωB97M-V functional and the def2-TZVPD basis) results for a 15-piece molecular cluster, H30O15 overall.

```
45
Properties=species:S:1:pos:R:3:nbo_charge:R:1
O -2.83 -1.41 -0.95 -1.0010
H -2.83 -2.36 -0.70 0.5213
H -2.13 -1.03 -1.51 0.4964
O 2.35 -0.96 1.40 -0.9899
H 2.76 -0.54 2.18 0.5217
H 1.76 -0.32 1.04 0.4540
O -0.21 -4.68 -0.64 -0.9460
H -0.17 -4.60 0.33 0.4690
H 0.57 -4.20 -0.95 0.4783
O 0.50 -0.01 -4.40 -0.9314
H -0.03 -0.85 -4.50 0.4845
H -0.23 0.60 -4.28 0.4520
O -1.53 0.05 1.02 -0.9345
H -1.90 -0.82 0.94 0.4695
H -2.07 0.48 1.68 0.4611
O 1.45 1.67 0.75 -0.9685
H 1.35 1.79 -0.20 0.5040
H 1.86 0.93 1.17 0.4597
O -2.75 4.07 -1.29 -0.9540
H -1.88 4.03 -0.90 0.4762
H -2.92 3.28 -1.82 0.4779
O 0.28 2.23 -2.38 -0.9708
H -0.48 1.62 -2.11 0.4964
H 0.44 1.70 -3.20 0.4706
O -3.65 -1.06 3.30 -0.9168
H -3.88 -0.11 3.34 0.4617
H -3.66 -1.10 2.31 0.4559
O 1.82 -1.61 -1.21 -1.0126
H 1.72 -0.81 -1.71 0.4924
H 2.09 -1.66 -0.30 0.5064
O 3.00 -3.69 1.33 -0.9349
H 3.12 -2.78 1.52 0.4822
H 2.28 -3.70 0.70 0.4481
O 2.87 3.11 -2.30 -0.9271
H 2.33 2.33 -2.53 0.4577
H 1.99 3.57 -2.14 0.4677
O -2.72 0.92 -2.29 -0.9709
H -3.03 0.06 -1.93 0.4823
H -3.44 1.01 -2.94 0.4779
O 2.73 0.65 3.45 -1.0098
H 1.84 0.86 3.90 0.5157
H 3.23 1.47 3.41 0.4850
O 0.30 0.61 4.51 -0.9811
H -0.20 1.16 5.11 0.5084
H -0.10 0.10 3.80 0.5152
```

## Properties
Energy relative to the best compared isomer or geometry (same formula, charge and spin) ... 408.9 kJ/mol
HOMO ... -11.064 eV
Multiplicity ... 1

[4]
DFT (the ωB97M-V functional and the def2-TZVPD basis) results for a 15-piece molecular cluster, H30O15 overall.

```
45
Properties=species:S:1:pos:R:3:nbo_charge:R:1
H 0.74 0.03 -0.16 0.4743
H 0.15 0.13 1.21 0.4585
H -1.19 3.17 -0.86 0.4801
H -0.48 3.22 0.57 0.4582
H -4.89 1.09 -1.40 0.4591
H -3.37 1.12 -1.16 0.4660
H 3.07 -1.25 3.33 0.4570
H 1.65 -1.09 2.75 0.4691
H 5.99 -1.16 -1.04 0.4744
H 5.17 -0.36 0.07 0.4807
H -3.65 -0.35 4.88 0.4697
H -2.17 -0.61 4.75 0.4641
H 2.09 -3.57 -0.73 0.4843
H 2.41 -4.59 0.41 0.4784
H -0.30 0.98 -4.27 0.4828
H -0.08 0.02 -5.21 0.4427
H -2.46 1.53 -3.23 0.4825
H -1.57 0.26 -2.99 0.5006
H -3.94 -2.64 3.19 0.4912
H -3.76 -2.46 1.64 0.4666
H 3.13 -0.44 1.79 0.4473
H 2.86 -1.90 1.11 0.5224
H -3.34 -0.23 1.46 0.4858
H -1.89 -0.33 1.16 0.4677
H 2.47 1.68 -3.20 0.4601
H 1.94 2.97 -3.23 0.4529
H 1.22 -0.93 -2.45 0.4529
H 0.97 -1.47 -3.81 0.4740
H -1.73 4.37 2.97 0.4782
H -0.75 3.15 2.69 0.4628
O 0.09 -0.29 0.35 -0.9309
O -0.31 3.16 -0.33 -0.9391
O -4.14 0.60 -0.96 -0.9258
O 2.35 -1.64 2.79 -0.9160
O 5.83 -1.08 -0.09 -0.9564
O -2.96 -1.06 4.72 -0.9318
O 2.44 -3.61 0.16 -0.9539
O 0.45 0.40 -4.55 -0.9524
O -1.56 1.20 -3.28 -0.9537
O -3.52 -2.07 2.48 -0.9565
O 2.62 -0.95 1.04 -0.9878
O -2.59 0.22 1.07 -0.9576
O 2.36 2.33 -3.85 -0.9124
O 1.68 -1.28 -3.17 -0.9302
O -1.06 3.76 3.37 -0.9399
```

## Properties
Energy relative to the best compared isomer or geometry (same formula, charge and spin) ... 750.7 kJ/mol
HOMO ... -8.534 eV
Multiplicity ... 1

[5]
DFT (the ωB97M-V functional and the def2-TZVPD basis) results for H31O15 as an isolated structure.

```
46
Properties=species:S:1:pos:R:3:nbo_charge:R:1
O -1.32 -0.12 3.88 -0.9430
H -2.18 -0.02 2.26 0.5274
H -1.47 -1.00 4.51 0.4955
O -0.22 -0.07 -4.14 -0.9965
H -0.27 -1.06 -4.38 0.5110
H 0.10 0.49 -4.88 0.4924
O -2.69 0.30 1.55 -0.9298
H 3.77 0.33 0.50 0.5079
H -2.22 0.88 0.88 0.5287
O 3.86 -2.56 0.21 -0.9668
H 3.26 -2.88 0.91 0.4905
H 4.52 -1.90 0.58 0.4882
O 0.98 0.06 -1.35 -0.9302
H 0.51 0.34 -0.71 0.4333
H 0.58 0.02 -2.17 0.4941
O 3.28 -0.15 1.26 -1.0073
H 2.84 -0.90 0.70 0.5132
H -3.50 -0.40 0.90 0.5158
O 1.87 -1.77 -3.14 -0.9390
H 2.73 -1.98 -2.68 0.4803
H 2.29 -1.20 -3.77 0.4596
O -0.95 1.59 0.50 -0.9482
H -0.17 1.06 0.89 0.4981
H -0.69 2.46 0.85 0.5160
O -2.64 -2.83 0.96 -0.9561
H -2.57 -3.51 0.21 0.4774
H -3.01 -3.45 1.60 0.4813
O 1.68 2.76 -1.03 -0.9416
H 2.20 0.58 2.43 0.5002
O -0.63 3.71 -2.00 -0.9239
H -0.56 3.47 -2.93 0.4722
H -0.26 4.49 -2.07 0.4591
O 1.37 -2.40 2.17 -0.9386
H 1.83 -2.79 2.94 0.4787
H 1.58 -1.47 2.33 0.4646
O -4.15 -0.79 0.04 -0.8282
H -4.81 -0.25 -0.22 0.5164
H -3.36 -1.01 -0.57 0.5645
O 1.62 1.16 3.02 -1.0134
H -0.49 -0.21 3.56 0.4738
H 2.15 1.81 3.43 0.4849
O -2.65 0.79 -1.42 -0.9971
H -1.66 0.65 -1.56 0.5011
H -2.90 1.68 -1.69 0.5014
H 1.47 3.65 -0.94 0.4513
H 0.86 2.41 -1.43 0.4805
```

## Properties
Energy relative to the best compared isomer or geometry (same formula, charge and spin) ... 451.0 kJ/mol
Total charge ... +1
HOMO ... -13.411 eV
Multiplicity ... 1

[6]
DFT (the ωB97M-V functional and the def2-TZVPD basis) results for a 16-piece molecular cluster, H32O16 overall.

```
48
Properties=species:S:1:pos:R:3:nbo_charge:R:1
O 2.82 2.20 -16.90 -0.9557
H 2.72 2.90 -17.53 0.4832
H 2.07 2.23 -16.32 0.4792
O 4.71 5.96 -14.07 -0.9569
H 5.19 6.41 -14.74 0.5112
H 4.39 6.75 -13.58 0.4845
O 5.74 1.12 -13.00 -0.9542
H 5.88 0.33 -13.45 0.4560
H 5.05 1.56 -13.42 0.4921
O 2.14 3.52 -10.12 -0.9648
H 1.99 3.55 -11.06 0.4936
H 2.68 2.71 -9.93 0.4687
O 4.22 4.73 -17.51 -0.9870
H 4.70 4.28 -16.85 0.4681
H 3.32 4.96 -17.25 0.4845
O -0.39 5.16 -14.72 -0.9820
H -0.15 5.16 -13.80 0.4951
H -1.32 5.10 -14.76 0.4838
O 3.96 7.75 -16.18 -0.9590
H 3.26 7.27 -15.68 0.4818
H 3.48 7.94 -16.94 0.4721
O 3.21 2.05 -12.40 -0.9375
H 2.39 1.62 -12.43 0.4732
H 3.54 1.69 -11.62 0.4787
O 0.84 4.68 -12.27 -0.9750
H 1.52 4.72 -12.96 0.4873
H 1.10 5.46 -11.75 0.4716
O 4.27 5.54 -10.77 -0.9436
H 3.69 4.90 -10.33 0.4923
H 3.90 5.66 -11.64 0.4431
O 2.49 4.22 -14.27 -1.0226
H 2.91 3.58 -13.67 0.5227
H 3.22 4.87 -14.32 0.5171
O 6.61 4.13 -13.50 -0.9483
H 6.02 4.82 -13.82 0.4717
H 7.21 4.64 -12.93 0.4591
O 4.74 2.55 -15.20 -1.0107
H 5.64 2.37 -15.40 0.4795
H 4.20 2.58 -16.02 0.4973
O 1.78 5.28 -16.82 -0.9691
H 1.96 5.18 -15.90 0.5032
H 0.87 5.01 -17.01 0.4930
O 1.68 7.01 -14.41 -0.9704
H 0.75 6.69 -14.43 0.5030
H 1.86 7.09 -13.45 0.4605
O 0.57 2.06 -15.40 -0.9291
H 0.11 2.18 -16.23 0.4729
H 0.87 2.92 -15.17 0.4856
```

## Properties
Energy relative to the best compared isomer or geometry (same formula, charge and spin) ... 493.5 kJ/mol
HOMO ... -10.457 eV
Multiplicity ... 1

What is the HOMO in the second record?
-8.559 eV